P.
# C2H4N2O

A 2-piece molecular cluster, C2H4N2O overall (ωB97M-V/def2-TZVPD, OMol25).

XYZ file:
```
9
C2H4N2O | OMol25 | ωB97M-V/def2-TZVPD
N 3.1047 -1.0537 -0.0360
C 2.3373 -0.2160 -0.1697
C 1.4263 0.8850 -0.3663
O 0.3876 1.0550 0.2071
H 1.8008 1.5834 -1.1433
N -2.1809 -0.8306 0.3626
H -1.4047 -0.1769 0.2956
H -2.8251 -0.6223 -0.3894
H -2.6461 -0.6239 1.2395
```

Computed properties:
LUMO: -1.068 eV

---

Q.
# C2H4N2O

One molecule with the formula C2H4N2O (ωB97M-V/def2-TZVPD, OMol25).

XYZ file:
```
9
C2H4N2O | OMol25 | ωB97M-V/def2-TZVPD
C 0.7475 -0.0918 1.3747
N -0.2303 0.3596 0.4700
N -0.1782 -0.1246 -0.6443
C -1.0128 0.1622 -1.7347
O -0.8071 1.1515 -2.4424
H 1.1188 0.7754 1.8500
H 1.5005 -0.6751 0.9017
H 0.4017 -0.8634 2.2322
H -1.5402 -0.6938 -2.0071
```

Computed properties:
LUMO: 0.219 eV

---

R.
# C2H4N2O

One molecule with the formula C2H4N2O (ωB97M-V/def2-TZVPD, OMol25).

XYZ file:
```
9
C2H4N2O | OMol25 | ωB97M-V/def2-TZVPD
H 2.4050 1.5670 -0.2327
N 1.7137 0.8226 -0.3859
N 1.0408 0.5963 0.6055
C -0.0798 -0.6441 0.1951
C -1.4195 -0.0817 -0.1313
O -1.7553 1.0660 -0.1248
H -0.1185 -1.2325 1.1071
H 0.3429 -1.1997 -0.6336
H -2.1293 -0.8940 -0.3996
```

Computed properties:
LUMO: 0.938 eV

---

Verdict on stability: P comes out on top.

---

P.
# C2H4N2O

One molecule with the formula C2H4N2O (ωB97M-V/def2-TZVPD, OMol25).

XYZ file:
```
9
C2H4N2O | OMol25 | ωB97M-V/def2-TZVPD
H 2.1981 -1.4315 -0.1457
N 1.2772 -1.2301 0.2458
C 0.9527 -0.0438 -0.0354
N -0.2810 0.4934 0.4167
C -1.4743 0.3062 -0.2303
O -2.5505 0.6252 0.2208
H 1.5700 0.6415 -0.6261
H -0.3391 0.7919 1.3824
H -1.3530 -0.1528 -1.2282
```

Computed properties:
LUMO: 0.792 eV

---

Q.
# C2H4N2O

A 2-piece molecular cluster, C2H4N2O overall (ωB97M-V/def2-TZVPD, OMol25).

XYZ file:
```
9
C2H4N2O | OMol25 | ωB97M-V/def2-TZVPD
C -2.3053 -0.4332 -0.1100
C 1.2261 0.1036 0.6507
N -3.3037 -0.5287 0.4357
N 0.0480 -0.1455 -1.2890
O 0.6489 0.7242 -0.4819
H 1.9903 -0.6175 0.3450
H 0.4477 -0.4160 1.2163
H 1.6697 0.8989 1.2445
H -0.4218 0.4141 -2.0112
```

Computed properties:
LUMO (spin up / spin down): -3.020 / -1.595 eV

---

Verdict on stability: P comes out on top.

---

P.
# C6H11N3

A 2-piece molecular cluster, C6H11N3 overall (ωB97M-V/def2-TZVPD, OMol25).

XYZ file:
```
20
C6H11N3 | OMol25 | ωB97M-V/def2-TZVPD
H 1.5673 -2.2382 0.2079
N 0.5644 -2.1484 0.0667
C -0.0505 -1.2740 -0.5976
C -1.2713 -0.2746 0.0338
C -1.6984 -0.6076 1.2753
C -2.3131 0.0996 -0.9896
H -0.1739 -1.3668 -1.6824
H -1.0295 -0.9482 2.0574
H -2.7342 -0.5089 1.5817
H -2.4633 1.1821 -0.9854
H -2.0533 -0.2203 -2.0021
H -3.2935 -0.3346 -0.7768
C 2.6372 0.6783 0.5908
N 1.5322 0.8812 -0.3596
C 0.3244 1.4559 0.0404
N -0.2375 2.4565 0.3047
H 3.4439 0.1351 0.0943
H 2.2958 0.1287 1.4697
H 3.0685 1.6318 0.9069
H 1.8851 1.2723 -1.2361
```

Computed properties:
LUMO: 0.028 eV

---

Q.
# C6H11N3

One molecule with the formula C6H11N3 (ωB97M-V/def2-TZVPD, OMol25).

XYZ file:
```
20
C6H11N3 | OMol25 | ωB97M-V/def2-TZVPD
C -0.7993 -0.1479 -0.1833
N -0.1596 -1.1674 -0.5634
N 1.2207 -1.3111 -0.3848
C 1.9850 -0.5131 0.4790
C 3.2695 0.2121 -0.1417
C 1.8795 1.0761 -0.1172
N -2.1141 -0.5202 -0.5013
C -3.1431 -0.3289 0.7727
C -2.9404 0.6053 -0.6061
H -0.5189 0.5849 0.5286
H 1.7030 -2.1259 -0.5961
H 1.9546 -0.8614 1.5430
H 3.4194 -0.0557 -1.2536
H 4.1617 0.0875 0.7301
H 1.3218 1.0990 -1.2082
H 1.6702 2.0374 0.4762
H -4.1144 -0.8468 0.6381
H -2.8008 -0.2290 1.9138
H -3.7997 0.9257 -1.3518
H -2.1951 1.4794 -0.1738
```

Computed properties:
LUMO: 1.076 eV

---

R.
# C6H11N3

One molecule with the formula C6H11N3 (ωB97M-V/def2-TZVPD, OMol25).

XYZ file:
```
20
C6H11N3 | OMol25 | ωB97M-V/def2-TZVPD
C -1.1505 0.7758 2.0298
C -0.0198 0.5028 2.4927
C -2.2851 1.0296 1.5370
C 0.9589 -0.2389 1.5810
C 0.3961 0.6484 -2.7620
C 0.4570 -0.9275 0.3764
N 0.1358 -1.6138 -2.2734
N 0.3926 0.0745 -0.6661
N 0.3547 -0.4247 -1.8057
H -3.1420 0.3514 1.5360
H -2.5589 2.0420 1.4048
H 1.6461 0.4407 1.0411
H 0.3343 0.7907 3.5208
H 1.3819 -0.9707 2.2632
H -0.5990 0.9999 -3.0339
H 0.7686 1.5230 -2.3442
H 0.8673 0.3892 -3.6121
H 1.2159 -1.6201 0.0896
H -0.5552 -1.2792 0.5719
H -0.0145 -2.3760 -1.5428
```

Computed properties:
LUMO: 1.003 eV

---

S.
# C6H11N3

A 2-piece molecular cluster, C6H11N3 overall (ωB97M-V/def2-TZVPD, OMol25).

XYZ file:
```
20
C6H11N3 | OMol25 | ωB97M-V/def2-TZVPD
C 3.8295 0.0470 -0.6289
N 2.5381 0.2997 -0.0340
C 2.1410 1.6799 0.1197
C 1.6269 -0.6381 -0.0398
N 0.8417 -1.4767 0.0133
H 4.0093 -1.0256 -0.6692
H 4.6039 0.5155 -0.0174
H 3.8888 0.4555 -1.6445
H 1.1631 1.7283 0.5950
H 2.0913 2.1918 -0.8485
H 2.8695 2.1943 0.7504
C -4.8267 0.1806 0.9214
C -3.7210 -0.1877 0.3528
C -2.6251 -0.5695 -0.2441
N -2.1144 -1.8657 -0.2796
H -5.7852 0.0960 0.4268
H -4.8488 0.6063 1.9157
H -2.0622 0.1425 -0.8375
H -2.5187 -2.4731 0.4202
H -1.1009 -1.9010 -0.2718
```

Computed properties:
LUMO: 0.566 eV

---

Verdict on stability: S comes out on top.